(1)
{
  "formula": "C25H40O9",
  "method": "ωB97M-V/def2-TZVPD",
  "symbols": ["C", "C", "O", "C", "C", "O", "C", "C", "O", "C", "C", "C", "C", "C", "C", "C", "C", "O", "C", "C", "C", "O", "H", "H", "H", "H", "H", "H", "H", "H", "H", "H", "H", "H", "H", "H", "H", "H", "H", "H", "H", "H", "C", "O", "C", "C", "O", "C", "H", "H", "H", "H", "H", "H", "H", "H", "H", "H", "C", "O", "C", "C", "O", "C", "H", "H", "H", "H", "H", "H", "H", "H", "H", "H"],
  "coordinates": [[7.184887, -0.738848, -0.721124], [6.835908, 0.375769, 0.346793], [7.640567, 1.553933, 0.301969], [7.629243, 2.209078, -0.963865], [6.224175, 2.656093, -1.489441], [5.795765, 3.935894, -0.992624], [4.383986, 3.946503, -0.722797], [3.496116, 3.743631, -2.005402], [2.100521, 3.545407, -1.744669], [1.844699, 2.396607, -0.932326], [0.793806, 1.419091, -1.559857], [1.023832, 0.963212, -2.946259], [0.094055, 0.022825, -3.559839], [-1.071990, -0.435706, -2.807534], [-1.289515, 0.019510, -1.449310], [-0.343970, 0.956600, -0.789187], [-0.661885, 1.325153, 0.671227], [0.145146, 1.567800, 1.540989], [-2.172040, 1.338852, 1.082772], [-3.049232, 0.486010, 0.491522], [-2.528925, -0.467266, -0.633027], [-3.088457, -1.515434, -0.861090], [7.584152, -1.645728, -0.186440], [7.957767, -0.453392, -1.471041], [6.211087, -1.059023, -1.190702], [5.728657, 0.595234, 0.316855], [7.012548, -0.083349, 1.360262], [8.135740, 1.649187, -1.792830], [8.227524, 3.156075, -0.827050], [6.326344, 2.771173, -2.612718], [5.397705, 1.917022, -1.333906], [4.062226, 4.913818, -0.252411], [4.226592, 3.151056, 0.067580], [3.567843, 4.698533, -2.601926], [3.842291, 2.927388, -2.694528], [1.506805, 2.776821, 0.073092], [2.759941, 1.770385, -0.724692], [1.931707, 1.328865, -3.478199], [0.233946, -0.365729, -4.590753], [-1.805215, -1.157525, -3.231569], [-2.531494, 2.017769, 1.890656], [-4.130309, 0.436046, 0.768411], [-4.037282, 2.321141, 6.289597], [-5.421141, 2.586871, 6.457676], [-5.949666, 3.398672, 5.415005], [-6.750231, 2.573208, 4.422203], [-5.907238, 1.698448, 3.678970], [-5.985853, 0.355000, 4.134670], [-3.748499, 1.562976, 7.018118], [-3.816498, 1.944231, 5.287655], [-3.455924, 3.228314, 6.482338], [-5.154120, 3.954158, 4.908750], [-6.619703, 4.124828, 5.887114], [-7.221662, 3.249581, 3.702184], [-7.543239, 2.014828, 4.929108], [-6.951855, -0.077440, 3.858903], [-5.845609, 0.289781, 5.216906], [-5.193227, -0.215323, 3.648219], [-1.001934, -5.558840, -4.288839], [-0.685391, -4.887618, -3.080481], [-1.833670, -4.312646, -2.460454], [-2.300386, -5.145132, -1.279695], [-2.826342, -6.399166, -1.706501], [-1.919685, -7.468800, -1.493598], [-0.118454, -6.112760, -4.608791], [-1.826594, -6.263715, -4.156010], [-1.256601, -4.830678, -5.066109], [-2.642635, -4.174241, -3.184758], [-1.536134, -3.325202, -2.095502], [-3.112699, -4.613739, -0.775183], [-1.489773, -5.286147, -0.557786], [-1.837313, -7.685170, -0.424354], [-0.930796, -7.244029, -1.902958], [-2.312399, -8.350730, -2.001412]],
  "forces_ev_per_angstrom": [[-0.53, -0.48, 0.63], [-0.01, -1.09, 0.55], [-0.46, -0.35, -0.83], [-0.29, 1.39, -0.21], [0.10, 0.10, -1.17], [-0.61, -0.25, 0.05], [-0.38, -0.56, 0.62], [0.33, 0.62, -0.70], [0.74, -0.59, 0.24], [-0.54, -0.61, 0.89], [-0.29, -0.29, -0.54], [-1.96, -0.95, 1.29], [-0.28, 0.80, 1.94], [1.04, 1.02, 1.22], [1.07, 0.66, -0.20], [-0.31, -1.07, -2.02], [-1.17, 0.09, 0.24], [0.06, -0.01, -0.78], [-0.46, -0.73, -1.01], [1.11, 0.23, -0.47], [0.11, 0.94, 0.21], [0.27, 0.47, -0.10], [-0.34, 0.90, -0.54], [-0.83, -0.06, 0.49], [1.21, 0.30, 0.04], [1.09, 0.07, -0.12], [-0.10, 0.73, -0.92], [-0.45, 0.06, 0.83], [-0.59, -0.97, -0.05], [-0.03, -0.27, 1.03], [0.90, 0.29, 0.06], [0.72, -0.73, -0.49], [-0.24, 0.67, -0.89], [-0.15, -0.96, 0.57], [0.03, 0.48, 0.80], [0.17, -0.64, -1.02], [-0.66, 0.72, -0.40], [-0.97, -0.33, 0.43], [0.03, 0.46, 0.90], [0.74, 0.69, 0.28], [0.75, -0.61, -0.62], [1.12, -0.14, -0.24], [-0.07, -0.03, 0.16], [0.20, -0.01, -0.29], [-0.39, -0.19, 0.35], [0.33, 0.27, -0.32], [-0.06, -0.18, 0.24], [0.11, 0.06, -0.10], [-0.09, 0.06, 0.01], [0.00, 0.05, -0.01], [0.09, -0.02, -0.08], [-0.01, -0.08, -0.05], [0.00, 0.02, -0.06], [-0.03, 0.02, 0.04], [0.08, 0.01, 0.06], [-0.02, -0.08, 0.08], [-0.05, 0.00, -0.02], [-0.05, 0.09, -0.05], [0.18, 0.03, 0.07], [-0.26, -0.16, -0.18], [0.48, 0.09, 0.36], [-0.49, 0.06, -0.26], [0.32, -0.06, 0.04], [-0.14, 0.02, -0.11], [0.01, 0.08, 0.06], [-0.03, 0.05, -0.02], [-0.09, -0.07, -0.07], [-0.02, -0.09, 0.04], [-0.09, -0.03, 0.03], [0.05, 0.06, 0.00], [0.05, 0.00, -0.09], [0.11, -0.04, 0.02], [0.00, 0.01, 0.06], [-0.07, 0.08, 0.05]],
  "smiles": "CCOCCOCCOCc1cccc2c1C(=O)C=CC2=O.COCCOC.COCCOC",
  "homo_energy_ev": -9.1,
  "energy_ha": -1653.51940,
  "orbital_gap_ev": 8.10,
  "e_lumo_ev": -1.0
}

(2)
{
  "formula": "C2H2Br2O3",
  "method": "ωB97M-V/def2-TZVPD",
  "symbols": ["C", "C", "O", "O", "O", "Br", "Br", "H", "H"],
  "coordinates": [[1.367167, -0.724966, 0.762838], [-1.644076, -1.286852, 1.391335], [0.511553, -0.609778, 1.569275], [-1.377549, -2.400370, 1.633186], [2.510254, 0.054501, 0.766806], [-1.826058, -0.597457, -0.426428], [3.783101, -0.257887, -0.370423], [1.201042, -1.452013, -0.024312], [-2.077042, -0.561067, 2.089906]],
  "forces_ev_per_angstrom": [[0.31, -0.04, -0.54], [-1.37, -0.37, 0.23], [0.93, 1.41, 1.21], [0.01, -0.48, -0.10], [-2.68, -0.02, 1.95], [-0.03, 0.06, -0.32], [1.49, -0.60, -1.62], [0.88, -0.16, -0.78], [0.46, 0.19, -0.04]],
  "smiles": "O=COBr.O=CBr",
  "homo_energy_ev": -10.6,
  "energy_ha": -5451.07933,
  "orbital_gap_ev": 10.05,
  "e_lumo_ev": -0.5
}

(3)
{
  "formula": "C23H33N4O4",
  "method": "ωB97M-V/def2-TZVPD",
  "symbols": ["C", "H", "H", "H", "C", "C", "H", "H", "N", "H", "C", "C", "H", "H", "C", "N", "C", "C", "C", "C", "C", "C", "N", "O", "O", "H", "C", "O", "N", "C", "C", "C", "C", "C", "C", "H", "O", "C", "H", "H", "H", "H", "H", "H", "H", "H", "H", "H", "H", "H", "H", "H", "C", "C", "C", "H", "H", "H", "H", "H", "H", "H", "H", "H"],
  "coordinates": [[-5.765947, 0.149066, 2.205723], [-6.390275, -0.694843, 1.923147], [-5.827296, 0.271642, 3.282368], [-6.165710, 1.045705, 1.738962], [-4.317571, -0.084532, 1.790078], [-4.226502, -0.277368, 0.278222], [-4.721428, -1.203199, -0.025420], [-4.745351, 0.551532, -0.204281], [-2.823017, -0.314607, -0.215229], [-2.285852, 0.396339, 0.338272], [-2.739563, -0.014838, -1.671072], [-3.057627, 1.429845, -2.078629], [-3.513881, 1.414102, -3.068298], [-3.781987, 1.878208, -1.398312], [-1.819342, 2.331052, -2.141230], [-1.210177, 2.355675, -0.840154], [0.109263, 2.418570, -0.551152], [1.057891, 2.826970, -1.506215], [2.392744, 2.895556, -1.201413], [2.864815, 2.502746, 0.060142], [1.966404, 2.105663, 1.018710], [0.591677, 2.057582, 0.736011], [-0.245473, 1.566106, 1.745152], [-1.462513, 1.404501, 1.492945], [0.216402, 1.246131, 2.816752], [2.293027, 1.817651, 2.006451], [4.322590, 2.625758, 0.391820], [4.885157, 3.696305, 0.368613], [4.951472, 1.487032, 0.785721], [4.567936, 0.147397, 0.654066], [5.123646, -0.788757, 1.525927], [4.819424, -2.126697, 1.382299], [3.969040, -2.564873, 0.379731], [3.415280, -1.637328, -0.494070], [3.718855, -0.284614, -0.354648], [3.311941, 0.398369, -1.081069], [2.565913, -1.945141, -1.520719], [2.543633, -3.280848, -1.980987], [3.552197, -3.641488, -2.197112], [2.065255, -3.952814, -1.262692], [1.962381, -3.266536, -2.901614], [3.761140, -3.618003, 0.283097], [5.254759, -2.847777, 2.056276], [5.797733, -0.463433, 2.302764], [5.880180, 1.639147, 1.163527], [3.098948, 3.254608, -1.934322], [0.717232, 3.138835, -2.479918], [-1.843361, 2.453035, -0.056636], [-1.105255, 1.933307, -2.865182], [-2.121014, 3.333149, -2.470312], [-1.729536, -0.260414, -2.004129], [-3.435745, -0.695398, -2.167738], [-2.200926, -1.636589, 0.078490], [-0.683992, -1.586643, 0.229947], [-0.150074, -2.972843, 0.574565], [0.923787, -2.921977, 0.724544], [-0.601474, -3.341800, 1.491856], [-0.361327, -3.679073, -0.224326], [-0.196987, -1.233146, -0.680490], [-0.423370, -0.912706, 1.044534], [-2.483577, -2.334213, -0.713627], [-2.617481, -2.002096, 1.017398], [-3.708970, 0.771849, 2.083734], [-3.938129, -0.958866, 2.319183]],
  "forces_ev_per_angstrom": [[0.18, -0.07, -0.07], [-0.13, -0.07, 0.00], [-0.06, 0.01, 0.09], [-0.09, 0.10, -0.04], [-0.09, 0.03, -0.10], [-0.58, 0.09, 0.45], [0.11, 0.03, -0.11], [0.10, -0.07, -0.08], [0.13, 0.28, 0.26], [-0.11, -0.35, -0.44], [0.01, 0.27, -0.64], [0.35, 0.04, 0.01], [-0.10, -0.01, 0.05], [-0.12, 0.04, -0.03], [-0.17, 0.14, -0.21], [-0.55, 0.09, 0.07], [0.09, -0.17, 0.39], [-0.04, -0.02, 0.00], [0.01, -0.12, 0.32], [-0.24, 0.31, 0.06], [-0.04, 0.06, -0.13], [1.04, 0.57, -0.94], [-0.49, -0.60, 0.78], [0.01, 0.20, 0.55], [-0.10, 0.08, -0.13], [0.05, -0.04, 0.02], [-0.27, 0.08, -0.01], [0.04, 0.12, -0.11], [0.59, 0.00, 0.35], [-0.21, -0.55, -0.15], [-0.01, 0.08, 0.03], [0.05, 0.14, -0.05], [-0.21, -0.18, -0.23], [0.06, 0.13, 0.14], [-0.04, -0.14, -0.11], [0.00, -0.02, -0.10], [0.07, 0.29, 0.20], [-0.01, -0.21, -0.08], [-0.02, 0.01, 0.02], [0.03, 0.02, -0.01], [0.03, -0.06, 0.05], [-0.04, -0.11, -0.03], [0.05, -0.06, 0.07], [0.07, 0.05, 0.12], [-0.14, 0.09, -0.10], [0.06, 0.05, -0.11], [-0.05, 0.05, -0.09], [0.30, -0.10, -0.20], [-0.04, 0.02, 0.00], [0.08, -0.10, -0.09], [-0.05, -0.09, 0.09], [0.08, -0.05, 0.16], [0.55, -0.49, 0.30], [-0.08, -0.07, -0.04], [-0.08, 0.20, -0.07], [0.12, -0.05, 0.00], [-0.04, -0.09, 0.11], [0.01, -0.14, -0.07], [0.01, 0.10, -0.02], [-0.01, 0.13, 0.00], [-0.13, 0.12, 0.00], [-0.10, 0.07, -0.10], [0.04, -0.05, 0.03], [0.12, 0.01, 0.00]],
  "smiles": "CCC[NH+](CCC)CCCNc1ccc(C(=O)Nc2cccc(OC)c2)cc1[N+](=O)[O-]",
  "homo_energy_ev": -10.8,
  "energy_ha": -1415.91778,
  "orbital_gap_ev": 7.05,
  "charge": 1,
  "e_lumo_ev": -3.8
}